C58H63IrN8O4SSi as an isolated structure, computed with the ωB97M-V functional and the def2-TZVPD basis.

Cartesian coordinates (Å):
Ir  -0.3848  -0.7972  0.2557
S  1.2708  1.8626  -2.8620
Si  -0.1741  -4.2472  -0.4724
O  -1.4320  -0.2802  -1.5540
O  1.6313  -0.5555  -0.3519
O  4.4902  0.3260  -3.8536
O  0.1667  -2.6952  -0.4201
N  -1.4457  -1.2344  -4.6458
N  2.4076  -1.6864  -2.7001
N  -5.7091  -3.7780  1.6632
N  3.6486  2.4525  -3.9234
N  0.5593  -0.7263  2.1256
N  2.1033  4.1461  -3.9009
N  -0.4897  1.3100  0.5370
N  -2.1940  -1.7385  0.7736
C  3.6589  -1.7481  -0.6500
C  2.5443  -4.9976  0.0789
C  -3.5655  -2.9269  2.3357
C  6.8915  2.4274  -0.7617
C  3.4798  -1.9535  -2.0509
C  2.7571  6.3824  -3.1313
C  -1.2703  -5.6449  -4.2170
C  -1.5380  -6.1142  1.2589
C  -0.6565  -4.8338  3.5857
C  6.2967  1.9068  -1.9024
C  -2.7815  3.2534  -3.2916
C  -3.3097  -5.2152  -3.0204
C  6.2565  -3.0243  1.8545
C  2.1645  -2.1117  -4.0789
C  -0.3128  -0.1252  3.1382
C  6.1197  2.7103  0.3553
C  -0.6986  -4.9862  1.1784
C  2.4131  2.8908  -3.5912
C  2.2527  -7.6040  -0.9130
C  3.9524  -1.9991  2.0768
C  -0.5405  -5.2390  -3.1083
C  -1.7013  0.8341  -2.1524
C  -2.6595  -5.6277  -4.1752
C  2.6267  -1.2085  0.1742
C  -2.5741  -4.8120  -1.9127
C  3.6516  -5.8038  -0.0644
C  4.1471  1.9453  -0.8018
C  -0.2918  -1.7073  -3.9046
C  4.3293  1.3573  -3.2671
C  3.0236  5.2642  -4.1334
C  2.9910  5.9414  -1.6889
C  1.2876  -5.4692  -0.3548
C  0.9919  -1.3600  -4.6576
C  -2.1284  -0.1438  -4.5024
C  1.1370  -6.8035  -0.7932
C  3.5086  -7.1043  -0.5612
C  -2.7101  2.0858  -4.0143
C  2.7878  -1.4234  1.5591
C  -4.5786  -3.1108  1.3780
C  -0.2323  1.3946  3.0168
C  -3.1557  -1.9197  -0.1535
C  -2.4246  -2.2553  1.9958
C  5.0108  -2.4008  1.2790
C  4.9190  1.7034  -1.9360
C  0.2867  1.8317  1.6621
C  1.7471  -1.0462  2.4624
C  -2.2544  3.2100  -2.0086
C  4.8373  -2.2514  -0.0868
C  -1.1770  -4.8127  -1.9357
C  -1.7267  2.0538  -1.4463
C  -4.3296  -2.5804  0.1005
C  -2.1362  0.8894  -3.5219
C  -0.2371  -4.3664  2.3567
C  -1.9564  -6.5674  2.4964
C  4.7578  2.4340  0.3436
C  -1.5039  -5.9408  3.6565
C  -3.3676  4.5127  -3.8768
C  -1.0960  2.1869  -0.1693
H  7.9555  2.6221  -0.7515
H  2.1492  -8.6204  -1.2683
H  0.5442  -5.2730  -3.1515
H  1.1402  4.3966  -3.7348
H  -2.6125  -7.4255  2.5595
H  6.5755  3.1534  1.2307
H  1.1717  -0.2849  -4.5974
H  -4.3917  -5.2139  -2.9808
H  -1.0768  3.2125  0.1996
H  2.0119  -1.0022  3.5207
H  -5.0624  -2.6874  -0.6887
H  -0.3077  -4.3578  4.4937
H  -1.2202  1.8156  3.2074
H  -0.7564  -5.9820  -5.1084
H  7.1467  -2.4725  1.5519
H  -1.6510  -2.1222  2.7319
H  1.7303  6.7389  -3.2544
H  -2.2651  4.1200  -1.4162
H  -3.0516  5.3933  -3.3206
H  -2.9616  -1.5024  -1.1273
H  -3.0719  4.6349  -4.9179
H  -1.8708  -6.6208  0.3610
H  3.0613  -1.9297  -4.6692
H  2.8928  5.6329  -5.1513
H  1.6741  -1.2152  -2.1617
H  1.9652  -3.1870  -4.0880
H  -6.4500  -3.8563  0.9890
H  4.6292  -5.4351  0.2193
H  3.4182  7.2138  -3.3789
H  5.6284  -2.5725  -0.7590
H  4.0209  -2.1446  3.1509
H  0.3124  2.9219  1.6506
H  4.0410  5.6906  -1.5229
H  -0.2996  -1.2568  -2.9180
H  6.2223  -3.0511  2.9414
H  -0.3893  -2.7856  -3.7900
H  0.4359  -3.5188  2.2900
H  -1.6576  -1.7745  -5.4756
H  0.9014  -1.6281  -5.7130
H  6.3798  -4.0474  1.4946
H  -0.0341  -0.4356  4.1474
H  4.0490  4.9149  -4.0156
H  6.8975  1.6789  -2.7750
H  -3.6856  -3.3062  3.3420
H  3.0860  1.7344  -0.8170
H  4.2740  -2.4576  -2.5941
H  -1.7908  -6.3341  4.6233
H  1.3073  1.4778  1.5088
H  0.1652  -7.1948  -1.0637
H  4.1650  2.6217  1.2307
H  -4.4578  4.4778  -3.8510
H  2.3888  5.0640  -1.4390
H  0.4505  1.8128  3.7585
H  -5.8901  -4.1184  2.5911
H  2.6385  -4.0005  0.4877
H  2.7239  6.7395  -0.9975
H  -2.8106  0.0359  -5.3285
H  4.3791  -7.7413  -0.6502
H  -3.0944  -4.5046  -1.0140
H  4.2055  2.9849  -4.5778
H  -1.3263  -0.4450  2.9438
H  -3.0812  2.0909  -5.0344
H  -3.2301  -5.9574  -5.0336

Cartesian forces (eV/Å) of the 6 atoms listed first:
Ir 1.871 0.261 -1.005
S 0.206 0.050 0.045
Si 0.440 -3.124 1.256
O 0.933 -0.913 -0.150
O -1.268 0.262 -0.166
O 0.106 -0.061 0.080

The value obtained for the molecular weight is 1188.56 g/mol. Its total charge is +3. As for the LUMO energy (spin up / spin down): -0.283 / -0.389 Eh. The spin multiplicity is 2. The expectation value of S² is 0.7617.